Below is a cluster of 12 separate species, C48H82O19 in total in a non-equilibrium geometry, with properties calculated with ωB97M-V with the def2-TZVPD basis set.

Each atom is followed by the atoms it is bonded to, with distances in Å.
Atoms and positions in Å:
1 C 4.654 0.954 2.698  C2 1.529, C5 1.486, H6 1.090, H7 1.090
2 C 3.900 0.783 4.018  C1 1.529, C3 1.506, H8 1.090, H9 1.090
3 C 4.564 1.820 4.884  C2 1.506, O4 1.409, H10 1.090, H11 1.090
4 O 5.845 1.937 4.309  C3 1.409, C5 1.430
5 C 6.061 1.168 3.123  C1 1.486, O4 1.430, H12 1.090, H13 1.090
6 H 4.276 1.794 2.116  C1 1.090
7 H 4.544 0.106 2.022  C1 1.090
8 H 4.051 -0.214 4.432  C2 1.090
9 H 2.811 0.787 3.966  C2 1.090
10 H 4.577 1.578 5.947  C3 1.090
11 H 4.001 2.750 4.803  C3 1.090
12 H 6.503 0.234 3.468  C5 1.090
13 H 6.667 1.656 2.360  C5 1.090
14 C 5.633 1.336 -2.463  C15 1.459, C18 1.569, H19 1.090, H20 1.090
15 C 5.683 -0.092 -2.171  C14 1.459, C16 1.509, H21 1.090, H22 1.090
16 C 5.464 -0.279 -0.689  C15 1.509, O17 1.422, H23 1.090, H24 1.090
17 O 4.676 0.860 -0.369  C16 1.422, C18 1.458
18 C 4.372 1.622 -1.574  C14 1.569, O17 1.458, H25 1.090, H26 1.090
19 H 5.434 1.689 -3.476  C14 1.090
20 H 6.432 1.942 -2.035  C14 1.090
21 H 6.571 -0.683 -2.394  C15 1.090
22 H 4.921 -0.722 -2.630  C15 1.090
23 H 6.337 -0.046 -0.080  C16 1.090
24 H 4.964 -1.228 -0.495  C16 1.090
25 H 4.355 2.672 -1.282  C18 1.090
26 H 3.456 1.282 -2.057  C18 1.090
27 C 5.771 -3.744 1.551  C28 1.526, C31 1.489, H32 1.090, H33 1.090
28 C 6.591 -4.451 2.627  C27 1.526, C29 1.490, H34 1.090, H35 1.090
29 C 5.574 -4.540 3.713  C28 1.490, O30 1.424, H36 1.090, H37 1.090
30 O 4.367 -4.002 3.181  C29 1.424, C31 1.372
31 C 4.641 -3.051 2.230  C27 1.489, O30 1.372, H38 1.090, H39 1.090
32 H 5.297 -4.470 0.890  C27 1.090
33 H 6.376 -3.094 0.919  C27 1.090
34 H 7.452 -3.855 2.929  C28 1.090
35 H 7.031 -5.346 2.189  C28 1.090
36 H 5.995 -3.990 4.554  C29 1.090
37 H 5.365 -5.556 4.049  C29 1.090
38 H 4.859 -2.136 2.781  C31 1.090
39 H 3.784 -2.880 1.579  C31 1.090
40 C -2.698 -1.771 -3.957  C41 1.524, C44 1.526, H45 1.090, H46 1.090
41 C -3.383 -2.475 -5.122  C40 1.524, C42 1.554, H47 1.090, H48 1.090
42 C -2.257 -2.524 -6.191  C41 1.554, O43 1.445, H49 1.090, H50 1.090
43 O -1.049 -2.655 -5.408  C42 1.445, C44 1.498
44 C -1.220 -1.643 -4.317  C40 1.526, O43 1.498, H51 1.090, H52 1.090
45 H -2.624 -2.471 -3.125  C40 1.090
46 H -3.156 -0.859 -3.574  C40 1.090
47 H -4.176 -1.867 -5.556  C41 1.090
48 H -3.732 -3.456 -4.800  C41 1.090
49 H -2.098 -1.617 -6.774  C42 1.090
50 H -2.270 -3.318 -6.938  C42 1.090
51 H -0.892 -0.698 -4.749  C44 1.090
52 H -0.541 -1.841 -3.488  C44 1.090
53 C -5.555 1.174 -0.906  C54 1.525, C57 1.558, H58 1.090, H59 1.090
54 C -4.275 0.851 -0.143  C53 1.525, C55 1.508, H60 1.090, H61 1.090
55 C -3.997 -0.502 -0.746  C54 1.508, O56 1.441, H62 1.090, H63 1.090
56 O -5.264 -1.188 -0.732  C55 1.441, C57 1.388
57 C -6.231 -0.227 -0.992  C53 1.558, O56 1.388, H64 1.090, H65 1.090
58 H -5.425 1.749 -1.823  C53 1.090
59 H -6.209 1.857 -0.363  C53 1.090
60 H -4.467 0.822 0.930  C54 1.090
61 H -3.482 1.589 -0.264  C54 1.090
62 H -3.143 -0.939 -0.228  C55 1.090
63 H -3.621 -0.432 -1.767  C55 1.090
64 H -7.024 -0.524 -0.307  C57 1.090
65 H -6.637 -0.254 -2.003  C57 1.090
66 O -1.880 -1.783 3.020  C67 1.215
67 C -2.917 -2.417 3.068  O66 1.215, O68 1.371, C71 1.532
68 O -2.889 -3.742 3.418  C67 1.371, C69 1.437
69 C -4.178 -4.348 3.606  O68 1.437, C70 1.522, H72 1.090, H73 1.090
70 C -5.244 -3.322 3.250  C69 1.522, C71 1.544, H74 1.090, H75 1.090
71 C -4.382 -2.169 2.694  C67 1.532, C70 1.544, H76 1.090, H77 1.090
72 H -4.238 -4.701 4.636  C69 1.090
73 H -4.276 -5.295 3.075  C69 1.090
74 H -5.689 -2.994 4.190  C70 1.090
75 H -5.964 -3.663 2.505  C70 1.090
76 H -4.606 -1.195 3.129  C71 1.090
77 H -4.448 -2.206 1.607  C71 1.090
78 O -0.484 -3.124 -0.656  C79 1.236
79 C 0.235 -3.768 -1.428  O78 1.236, O80 1.329, C83 1.526
80 O 1.551 -3.696 -1.253  C79 1.329, C81 1.407
81 C 2.206 -4.132 -2.419  O80 1.407, C82 1.561, H84 1.090, H85 1.090
82 C 1.168 -4.879 -3.314  C81 1.561, C83 1.493, H86 1.090, H87 1.090
83 C -0.144 -4.560 -2.677  C79 1.526, C82 1.493, H88 1.090, H89 1.090
84 H 2.882 -4.963 -2.216  C81 1.090
85 H 2.745 -3.330 -2.924  C81 1.090
86 H 1.450 -5.920 -3.473  C82 1.090
87 H 1.095 -4.395 -4.288  C82 1.090
88 H -0.682 -5.463 -2.388  C83 1.090
89 H -0.736 -3.923 -3.334  C83 1.090
90 O 4.726 1.454 -5.651  C91 1.282
91 C 3.466 1.646 -5.521  O90 1.282, O92 1.353, C95 1.497
92 O 2.863 2.259 -4.476  C91 1.353, C93 1.363
93 C 1.523 2.449 -4.634  O92 1.363, C94 1.504, H96 1.090, H97 1.090
94 C 1.226 1.951 -6.022  C93 1.504, C95 1.479, H98 1.090, H99 1.090
95 C 2.388 1.128 -6.421  C91 1.497, C94 1.479, H100 1.090, H101 1.090
96 H 1.306 3.512 -4.533  C93 1.090
97 H 0.930 1.922 -3.887  C93 1.090
98 H 1.081 2.854 -6.616  C94 1.090
99 H 0.273 1.422 -6.026  C94 1.090
100 H 2.536 1.348 -7.479  C95 1.090
101 H 2.266 0.059 -6.242  C95 1.090
102 O -4.046 1.366 -4.961  C103 1.211
103 C -3.571 2.066 -4.094  O102 1.211, O104 1.289, C107 1.539
104 O -4.101 3.181 -3.724  C103 1.289, C105 1.355
105 C -3.342 3.940 -2.897  O104 1.355, C106 1.562, H108 1.090, H109 1.090
106 C -1.925 3.284 -2.927  C105 1.562, C107 1.509, H110 1.090, H111 1.090
107 C -2.257 1.866 -3.319  C103 1.539, C106 1.509, H112 1.090, H113 1.090
108 H -3.905 3.856 -1.968  C105 1.090
109 H -3.379 4.951 -3.303  C105 1.090
110 H -1.306 3.275 -2.029  C106 1.090
111 H -1.376 3.697 -3.773  C106 1.090
112 H -2.458 1.235 -2.453  C107 1.090
113 H -1.582 1.428 -4.055  C107 1.090
114 O 0.693 2.717 3.857  C115 1.198
115 C 0.047 2.579 4.857  O114 1.198, O116 1.328, C119 1.514
116 O 0.466 3.021 6.037  C115 1.328, C117 1.440
117 C -0.519 3.285 7.054  O116 1.440, C118 1.579, H120 1.090, H121 1.090
118 C -1.853 2.759 6.391  C117 1.579, C119 1.593, H122 1.090, H123 1.090
119 C -1.383 2.108 5.016  C115 1.514, C118 1.593, H124 1.090, H125 1.090
120 H -0.584 4.331 7.354  C117 1.090
121 H -0.512 2.660 7.947  C117 1.090
122 H -2.410 3.658 6.127  C118 1.090
123 H -2.546 2.177 6.998  C118 1.090
124 H -1.868 2.361 4.073  C119 1.090
125 H -1.344 1.020 5.077  C119 1.090
126 O -2.447 3.363 1.565  C127 1.225
127 C -3.327 3.778 2.309  O126 1.225, O128 1.332, C131 1.535
128 O -3.130 4.552 3.375  C127 1.332, C129 1.408
129 C -4.321 5.154 3.826  O128 1.408, C130 1.510, H132 1.090, H133 1.090
130 C -5.344 4.076 3.562  C129 1.510, C131 1.489, H134 1.090, H135 1.090
131 C -4.828 3.454 2.311  C127 1.535, C130 1.489, H136 1.090, H137 1.090
132 H -4.431 6.057 3.225  C129 1.090
133 H -4.173 5.495 4.850  C129 1.090
134 H -6.322 4.497 3.328  C130 1.090
135 H -5.371 3.341 4.367  C130 1.090
136 H -5.128 3.944 1.384  C131 1.090
137 H -4.967 2.378 2.411  C131 1.090
138 O 0.965 0.178 -2.148  C139 1.231
139 C 0.700 0.198 -0.946  O138 1.231, O140 1.349, C143 1.469
140 O -0.423 0.816 -0.527  C139 1.349, C141 1.405
141 C -0.607 0.758 0.865  O140 1.405, C142 1.471, H144 1.090, H145 1.090
142 C 0.459 -0.127 1.359  C141 1.471, C143 1.520, H146 1.090, H147 1.090
143 C 1.444 -0.309 0.216  C139 1.469, C142 1.520, H148 1.090, H149 1.090
144 H -1.589 0.289 0.912  C141 1.090
145 H -0.668 1.681 1.442  C141 1.090
146 H -0.088 -1.010 1.687  C142 1.090
147 H 0.913 0.300 2.254  C142 1.090
148 H 1.821 -1.303 -0.024  C143 1.090
149 H 2.341 0.236 0.512  C143 1.090

**Expectation value of S²**: 0.754
**Gap between HOMO and LUMO (alpha / beta)**: 8.72 / 2.65 eV
**2S+1**: 2
**Charge**: +1
**Lowest unoccupied orbital energy (alpha / beta)**: -2.2 / -8.2 eV
**E_HOMO (alpha / beta)**: -0.40040 / -0.40040 Eh